A single C2H2N2O4 molecule in a non-equilibrium geometry. Source: the Open Molecules 2025 dataset; level of theory: ωB97M-V/def2-TZVPD.

Last column: Löwdin charge in e.
Geometry (Å):
O -2.17 -1.37 0.64  0.12
O -4.04 -0.26 0.74  0.18
O -0.04 1.09 -1.24  0.13
O -3.27 1.59 -0.61  0.00
N -2.92 -0.46 0.50  -0.32
N -2.33 0.85 -0.32  -0.09
C -1.11 0.66 -0.59  -0.25
C 0.08 -0.10 -0.51  -0.04
H 0.12 -0.96 -1.09  0.09
H 0.87 -0.17 0.39  0.18

Energy relative to the best compared isomer or geometry (same formula, charge and spin) in kcal/mol: 166.4
Orbital gap in hartree: 0.348
Charge: 0
SMILES string: O=[N+]([O-])/[N+]([O-])=C1\CO1
M in g mol⁻¹: 118.05
E_tot in hartree: -487.5885